{"formula": "C5H14", "method": "ωB97M-V/def2-TZVPD", "total_charge": 0, "homo_lumo_gap_ev": 11.797, "de_lowest_ev": 2.244, "smiles": "CCC.CC", "elements": ["C", "C", "H", "H", "H", "H", "H", "H", "C", "C", "C", "H", "H", "H", "H", "H", "H", "H", "H"], "positions_angstrom": [[-1.157, 2.326, -1.101], [-2.216, 1.210, -1.177], [-0.811, 2.455, -2.090], [-1.634, 3.240, -0.720], [-0.553, 2.084, -0.247], [-2.312, 0.479, -0.254], [-3.314, 1.394, -1.451], [-1.681, 0.474, -1.852], [0.960, -1.286, 0.225], [0.266, -1.111, 1.596], [2.539, -1.356, 0.343], [0.801, -2.181, -0.198], [0.589, -0.424, -0.353], [0.092, -0.116, 1.703], [2.824, -0.383, 0.350], [2.731, -1.513, 1.502], [0.689, -1.474, 2.532], [-0.679, -1.738, 1.508], [2.866, -2.083, -0.318]]}